No. 1
10 unconnected molecules or ions with the total composition C27H61N5O18 at a distorted geometry, computed with the ωB97M-V functional and the def2-TZVPD basis.

E_tot: -73272.7107 eV
Spin multiplicity: 2
⟨S²⟩: 0.75
Charge: -1
Gap between HOMO and LUMO (alpha / beta): 3.31 / 7.05 eV

Geometry as XYZ:
```
111
Properties=species:S:1:pos:R:3:forces:R:3
C 2.9623 1.4301 2.5483 0.31 -0.13 -0.66
N 2.9623 2.1612 1.2095 0.73 -2.45 0.36
O 2.7319 3.3325 1.2031 -0.43 1.44 -0.11
O 3.2481 1.4781 0.2347 -0.26 0.73 0.35
H 1.9566 1.0708 2.7663 -0.08 0.26 -0.21
H 3.3774 2.1084 3.2937 -0.21 -0.06 -0.16
H 3.5958 0.5588 2.3818 -0.14 0.19 0.13
C 0.4294 -0.2993 -1.2193 1.79 0.12 0.64
N 0.4574 -0.5956 0.2490 -0.90 -0.41 -5.43
O 1.4712 -1.1113 0.7284 2.98 -1.37 1.55
O -0.4214 -0.0131 0.8773 -3.39 2.26 3.31
H 1.4767 -0.0825 -1.4301 0.39 -0.28 -0.39
H -0.0530 0.6378 -1.4971 -0.70 -0.33 0.43
H 0.1258 -1.1252 -1.8626 -0.31 0.06 0.24
C -3.1695 2.2432 2.3169 -0.40 -0.34 -0.35
N -3.0817 2.9944 3.5773 -0.90 1.58 3.04
O -3.0588 2.3578 4.6849 0.17 1.89 -3.55
O -3.1497 4.2550 3.4992 0.39 -3.15 0.37
H -2.3753 1.4967 2.3163 0.08 0.16 -0.36
H -3.2276 2.9400 1.4807 0.78 0.00 0.21
H -4.1394 1.7470 2.2803 0.05 -0.23 0.50
C -1.7206 0.4219 -5.8581 0.82 0.07 0.66
N -1.3087 0.3403 -4.4183 1.38 -0.51 1.22
O -0.2873 -0.2942 -4.1321 -1.26 0.73 -0.87
O -1.9928 0.9195 -3.5906 -0.03 -0.12 -0.70
H -1.8189 1.4891 -6.0566 -0.64 -0.22 -0.05
H -2.6160 -0.1984 -5.8986 0.00 0.39 -0.46
H -0.8761 0.0582 -6.4434 -0.32 -0.31 0.08
C 3.8179 1.3801 -3.2401 1.16 1.02 -1.16
N 3.5748 0.5327 -4.4342 -2.09 -3.19 2.10
O 3.5929 0.9890 -5.5306 0.61 1.21 -1.59
O 3.1639 -0.6140 -4.1904 0.92 1.03 -0.17
H 4.4863 0.9033 -2.5232 -0.74 -0.29 0.07
H 2.8367 1.7142 -2.9029 0.27 -0.26 0.37
H 4.3776 2.1920 -3.7046 -0.19 0.44 0.48
C 5.4468 -1.0875 0.2812 -0.04 0.68 0.32
O 6.2372 -0.0030 0.7058 -0.52 1.22 -0.67
C 6.5307 0.0211 2.0659 0.49 0.05 -0.55
C 7.0959 1.3788 2.4314 -0.37 -0.07 0.18
O 6.0523 2.3648 2.3772 0.66 0.19 0.36
C 6.5200 3.6845 2.6246 0.70 0.15 -0.19
H 5.3834 -0.9713 -0.8008 -0.16 -0.39 0.09
H 4.4632 -0.9839 0.7392 -0.30 -0.40 -0.23
H 5.9348 -2.0153 0.5796 -0.09 -0.40 -0.16
H 7.2338 -0.8112 2.0988 0.61 0.07 1.36
H 5.7184 -0.1471 2.7729 -0.58 -0.33 -0.32
H 7.9312 1.6324 1.7786 0.04 0.22 -0.14
H 7.4429 1.2911 3.4610 0.31 0.18 0.21
H 7.2888 3.9964 1.9178 -0.37 0.01 -0.99
H 7.1256 3.8738 3.5109 -0.37 -0.84 1.01
H 5.7002 4.4019 2.6616 -0.13 -0.36 -0.33
C -1.3563 6.2623 1.5363 0.94 0.14 -0.98
O -0.9464 7.1730 0.4543 0.20 -0.66 1.10
C -1.2726 6.7581 -0.8742 -0.86 -0.22 1.43
C -0.6993 5.3940 -1.3017 -0.79 0.55 0.35
O -1.5042 4.3219 -0.7781 -0.02 1.68 -0.11
C -1.0966 3.0673 -1.1915 0.43 -1.29 -0.80
H -1.1176 6.7240 2.4944 -0.27 0.42 -0.25
H -0.7475 5.3584 1.5140 -0.01 -0.13 -0.22
H -2.3967 5.9415 1.4850 -0.12 0.33 -0.14
H -1.0057 7.6096 -1.5001 0.54 -0.33 -0.21
H -2.3623 6.7763 -0.8551 -0.37 -0.63 -0.63
H 0.3341 5.3684 -0.9557 0.18 -0.38 0.19
H -0.6853 5.3636 -2.3911 -0.06 -0.20 -0.26
H -0.1274 2.7788 -0.7848 0.00 -0.10 0.35
H -1.0181 2.9429 -2.2715 0.20 0.61 -0.52
H -1.8466 2.3010 -0.9957 -0.04 0.21 0.81
C -5.6688 2.2180 -1.6633 -0.73 1.30 -0.04
O -5.0689 1.1687 -0.9758 0.46 -0.97 -0.59
C -4.7686 -0.0409 -1.7023 1.14 0.09 -0.03
C -3.5456 -0.7143 -1.0129 0.02 -1.83 -1.01
O -2.9940 -1.7734 -1.9262 -0.90 2.13 -0.30
C -2.2246 -2.7791 -1.3250 -0.70 -0.26 1.98
H -6.7578 2.1949 -1.7033 -0.39 -0.53 0.34
H -5.4229 2.4538 -2.6987 0.88 -0.80 -0.28
H -5.4299 3.1442 -1.1406 0.12 -0.05 0.28
H -4.5318 0.1359 -2.7515 0.27 0.52 -0.05
H -5.6051 -0.7381 -1.7499 -0.28 0.01 0.47
H -3.9399 -1.2211 -0.1321 0.23 -0.10 0.19
H -2.7402 -0.0477 -0.7044 -0.08 0.22 -0.20
H -2.8816 -3.2678 -0.6055 -0.23 -0.71 0.08
H -1.4430 -2.4409 -0.6446 0.54 0.50 -0.49
H -1.8485 -3.5387 -2.0103 -0.09 0.49 -0.33
C 1.5954 -3.8592 -1.6097 -1.08 -1.93 -1.37
O 0.5876 -4.6739 -1.0189 -0.56 -1.24 1.75
C 0.9191 -6.0889 -0.9675 -0.93 1.97 0.55
C -0.3498 -6.8453 -0.6237 -0.83 -0.21 -0.26
O -1.0831 -6.4476 0.5272 0.27 -0.09 -0.50
C -0.4106 -6.5938 1.7388 0.43 0.06 0.74
H 1.3679 -4.2202 -2.6128 1.23 0.94 -1.12
H 2.5736 -4.2435 -1.3209 0.28 0.75 0.23
H 1.3653 -2.7964 -1.5342 0.34 -0.33 0.59
H 1.6777 -6.2378 -0.1990 0.30 -0.10 0.01
H 1.2840 -6.4424 -1.9319 0.15 -0.08 -0.21
H -0.1621 -7.9189 -0.6137 0.54 -0.36 0.50
H -1.0747 -6.7982 -1.4364 0.01 0.63 -0.13
H 0.0397 -7.5762 1.8815 0.00 -0.45 -0.26
H -1.1046 -6.4545 2.5677 -0.25 0.10 -0.23
H 0.3965 -5.8778 1.8936 0.07 0.33 -0.25
C -3.2123 -4.3084 4.0226 -1.23 -2.14 -0.01
C -4.5581 -4.2987 3.6714 -0.27 0.91 -0.72
C -5.0420 -3.2543 2.8831 0.74 -0.32 0.03
C -4.1524 -2.2708 2.4224 -0.68 -0.09 1.30
C -2.8235 -2.2950 2.8462 -0.37 0.01 -1.82
C -2.3494 -3.3785 3.5511 0.82 1.09 0.75
H -2.8577 -5.2079 4.5039 0.26 0.07 0.42
H -5.2710 -5.0811 3.8857 0.28 -0.25 0.46
H -6.0836 -3.3154 2.6043 -0.09 0.42 -0.21
H -4.5510 -1.4245 1.8826 0.16 -0.01 -0.27
H -2.1410 -1.6060 2.3710 0.28 0.40 0.31
H -1.3144 -3.4229 3.8566 0.20 -0.02 -0.27
```
Positions in Å, forces in eV/Å.

Atom charges from the Löwdin analysis, given in e for atoms 1 to 8: C 0.0551; N -0.4228; O 0.0498; O 0.0369; H 0.0921; H 0.0861; H 0.0660; C -0.0410

***

No. 2
A molecular structure, C27H63AsF6N9O9 at a distorted geometry, computed with the ωB97M-V functional and the def2-TZVPD basis.

E_tot: -138003.1255 eV
Spin multiplicity: 2
⟨S²⟩: 0.76
Charge: 0
Gap between HOMO and LUMO (alpha / beta): 7.32 / 2.29 eV

Geometry as XYZ:
```
115
Properties=species:S:1:pos:R:3:forces:R:3
As -7.6511 30.5205 -1.0560 1.03 -1.85 -1.10
F -5.9842 31.0797 -0.8616 -0.96 -0.41 -0.53
F -7.7286 31.0992 -2.8592 -0.16 -1.08 3.10
F -9.3696 29.8697 -1.1398 2.06 1.14 -0.04
F -7.5773 29.9481 0.6552 -0.42 0.60 -1.60
F -8.1129 32.1375 -0.5293 -0.61 -0.78 -0.26
F -6.9642 28.8640 -1.5973 -1.37 2.44 0.59
C -2.1330 31.6221 -4.6423 0.19 -0.01 0.71
C -3.5447 32.2514 -4.7291 2.70 -2.02 0.19
O -4.1051 32.1741 -5.7813 -1.21 0.77 -1.01
N -4.0502 32.7220 -3.5842 -3.25 1.79 1.03
C -5.4254 33.3230 -3.5818 -0.62 -0.20 0.14
H -1.8847 31.0052 -5.5059 -0.37 0.53 -0.31
H -2.0176 30.9276 -3.8102 -0.30 0.09 0.41
H -1.3640 32.3785 -4.4851 0.02 0.12 -0.17
H -3.6532 32.7521 -2.6560 0.70 -0.32 -0.55
H -6.2078 32.7696 -3.0626 0.60 -0.89 0.30
H -5.9017 33.4143 -4.5580 0.93 0.03 -0.39
H -5.5252 34.2797 -3.0691 0.90 0.35 -0.17
C -13.7520 28.2540 1.7155 -0.17 0.26 2.82
C -13.4813 27.9507 0.3378 -1.13 0.23 -2.37
O -14.3856 28.1964 -0.4854 1.32 -0.17 0.03
N -12.2618 27.4577 0.0819 0.50 0.94 -0.07
C -11.6442 27.3440 -1.2255 -0.53 -1.96 -1.12
H -14.6217 27.7207 2.0991 0.00 -0.05 -0.16
H -13.9669 29.3159 1.8354 -0.01 0.02 -0.15
H -12.9001 28.0249 2.3557 -0.06 -0.01 0.21
H -11.6964 27.3135 0.9063 0.11 0.04 -0.37
H -11.6143 26.2749 -1.4357 0.34 -0.20 -0.14
H -10.6281 27.6961 -1.4031 -0.23 0.56 0.79
H -12.2843 27.6561 -2.0507 -0.15 0.59 0.46
C -2.4824 27.9625 -5.9936 1.90 -1.96 -0.25
C -3.7301 28.7042 -6.0536 -1.03 1.85 -0.58
O -4.0372 29.3529 -7.0538 0.02 -0.87 0.69
N -4.4421 28.7131 -4.9089 0.59 0.30 0.04
C -5.6016 29.5554 -4.7208 -0.68 -0.62 0.32
H -2.2671 27.3118 -5.1461 -0.46 0.35 0.62
H -1.6191 28.6222 -6.0812 -0.13 0.03 -0.35
H -2.4886 27.2183 -6.7900 0.25 0.38 -0.52
H -4.0343 28.2045 -4.1375 -0.34 0.28 -0.02
H -6.4450 28.9133 -4.9747 -0.58 0.35 0.20
H -5.6525 30.4438 -5.3504 0.54 -0.20 -0.15
H -5.6608 29.8483 -3.6726 -0.10 -0.05 -0.11
C -8.8794 31.9007 -6.0248 0.68 0.63 0.33
C -7.8478 33.0099 -6.4908 2.18 -4.33 -1.43
O -6.7510 32.6402 -6.9744 -2.52 1.22 0.86
N -8.1744 34.2588 -6.2369 -1.35 1.30 0.80
C -7.3079 35.4079 -6.4400 -0.75 -0.83 -1.14
H -8.6008 30.8794 -6.2844 0.57 0.37 -0.30
H -9.9315 31.9699 -6.3012 0.01 0.68 -0.15
H -8.7946 31.9507 -4.9392 -0.27 -0.15 0.25
H -9.0453 34.3716 -5.7379 0.17 0.23 -0.13
H -6.7198 35.1292 -7.3144 0.86 -0.02 0.58
H -6.7733 35.6255 -5.5153 0.24 0.41 -0.46
H -7.9267 36.1925 -6.8754 0.01 0.48 0.77
C -5.5863 34.2572 0.9242 0.43 0.12 0.24
C -4.2202 33.7191 0.4806 0.52 1.35 -1.06
O -3.4319 34.4692 -0.1240 -0.85 -1.25 0.93
N -3.9648 32.4514 0.8359 0.32 -1.98 0.47
C -2.7070 31.6758 0.7034 0.05 1.69 -0.04
H -6.1408 33.6129 1.6065 0.05 -0.26 -0.22
H -6.2116 34.5488 0.0803 0.16 -0.12 -0.06
H -5.3377 35.1539 1.4918 -0.11 0.16 -0.09
H -4.7582 31.8599 1.0376 -0.13 0.37 0.07
H -2.5237 31.0212 1.5555 -0.55 -0.08 -0.06
H -1.9179 32.4254 0.7624 0.18 -0.11 -0.35
H -2.6275 31.1268 -0.2349 -0.14 0.01 0.03
C -11.8460 31.9657 1.9714 -0.19 0.29 -0.87
C -11.5111 33.3399 1.3765 1.00 -1.45 1.20
O -12.3645 34.1708 1.1651 -2.19 1.00 -0.69
N -10.2444 33.6154 1.1276 0.57 -0.64 0.75
C -9.7952 34.8808 0.6130 0.58 -0.96 -1.03
H -11.0691 31.2099 1.8565 0.16 0.20 0.11
H -12.6968 31.6468 1.3693 -0.19 -0.28 0.18
H -12.1751 32.0377 3.0081 0.12 0.16 -0.08
H -9.5158 32.9215 1.2166 -0.25 -0.19 0.06
H -8.9041 35.1379 1.1856 -0.29 0.72 -0.07
H -10.6053 35.6039 0.5182 0.35 -0.05 0.46
H -9.4656 34.5593 -0.3749 0.35 0.94 -0.45
C -5.8219 24.4085 3.2977 0.46 -1.77 1.05
C -5.6264 25.0792 1.9791 2.58 -1.07 -0.31
O -4.5818 24.9360 1.2798 -2.87 0.69 1.51
N -6.7482 25.7089 1.6789 -0.42 2.64 -1.93
C -6.9516 26.3475 0.3551 -0.92 -1.88 -0.99
H -6.5690 24.7967 3.9900 0.31 0.75 -0.05
H -4.8903 24.1656 3.8087 0.01 0.43 -0.01
H -6.2557 23.4254 3.1145 0.10 -0.30 -0.44
H -7.4988 25.7226 2.3545 0.28 0.06 -0.30
H -7.4985 25.5572 -0.1591 -0.27 0.00 -0.60
H -6.0716 26.4423 -0.2811 0.39 0.19 0.90
H -7.5873 27.2189 0.1980 0.35 0.29 1.16
C -15.1598 33.5217 -0.8802 -2.11 0.50 -0.59
C -14.2929 32.4326 -1.3634 1.71 -0.06 0.68
O -14.7515 31.2616 -1.5414 0.25 0.61 -0.36
N -13.0359 32.8146 -1.5164 -1.19 -1.08 -0.96
C -11.9441 32.0958 -2.1251 1.53 -0.78 0.41
H -15.0160 33.8312 0.1550 0.40 -0.13 -0.12
H -16.2138 33.3079 -1.0572 -0.04 -0.42 0.41
H -14.9985 34.3074 -1.6183 0.33 0.41 0.42
H -12.7911 33.6135 -0.9490 0.04 0.55 0.07
H -12.1428 31.1127 -2.5520 -0.63 0.01 0.52
H -11.2216 32.0025 -1.3143 0.38 -0.46 -0.27
H -11.4293 32.6105 -2.9363 -0.42 0.67 0.13
C -8.7976 26.5103 -3.7983 1.38 0.18 -0.44
C -9.9919 26.2201 -4.6732 -3.43 0.54 0.91
O -11.1608 26.4233 -4.2412 2.40 -0.42 -1.09
N -9.7482 25.7387 -5.9306 1.52 0.00 1.33
C -10.6838 25.4034 -6.9556 -0.77 0.09 -1.53
H -8.1560 25.6402 -3.6590 -0.36 -0.41 0.30
H -8.9544 27.0171 -2.8461 -0.68 -0.42 -0.13
H -8.0735 27.1699 -4.2766 -0.20 0.33 -0.51
H -8.7583 25.5648 -6.0301 -0.21 -0.14 -0.70
H -11.5442 24.8103 -6.6456 -0.01 0.46 0.44
H -10.3212 24.8683 -7.8333 1.19 -0.75 0.69
H -10.9673 26.2616 -7.5649 -0.74 0.66 0.81
```
Positions in Å, forces in eV/Å.

Atom charges from the Löwdin analysis, given in e for atoms 1 to 8: As 0.9966; F -0.2711; F -0.3134; F -0.3121; F -0.3044; F -0.2811; F -0.3117; C 0.0011

***

> Which of these has the lowest charge?

C27H61N5O18